(1)
This record from the Open Molecules 2025 dataset describes a 4-piece molecular cluster, C15H34Br2F3O4P overall. The level of theory is ωB97M-V/def2-TZVPD.

```
59
Properties=species:S:1:pos:R:3
C -0.292 2.126 -3.650
C -1.441 1.605 -2.629
P -0.762 0.186 -1.592
C 1.152 0.159 -1.383
C 1.639 -0.566 -0.052
C 3.137 -1.122 -0.216
O 4.131 -0.133 0.097
C -0.912 1.183 0.071
C -1.404 0.145 1.211
C -1.469 0.777 2.648
F -2.690 1.318 3.066
C -0.403 0.817 3.551
F 0.859 1.254 3.196
F -0.632 0.383 4.856
C -0.556 -0.989 -3.096
Br 0.210 -2.749 -2.462
C -1.892 -1.373 -3.886
C -3.235 -1.312 -3.045
Br -2.080 -0.402 -5.644
H 0.671 2.392 -3.127
H -0.701 3.089 -4.112
H -0.120 1.421 -4.513
H -1.753 2.523 -2.051
H -2.317 1.335 -3.299
H -1.499 -0.855 -0.940
H 1.451 1.260 -1.274
H 1.687 -0.215 -2.303
H 1.014 -1.496 0.170
H 1.573 0.093 0.878
H 3.258 -1.561 -1.262
H 3.237 -2.008 0.504
H 4.990 -0.562 -0.091
H -1.709 1.985 0.046
H 0.055 1.684 0.378
H -2.478 -0.104 0.920
H -0.843 -0.834 1.186
H 0.192 -0.627 -3.875
H -1.772 -2.464 -4.198
H -3.132 -2.101 -2.223
H -4.118 -1.668 -3.674
H -3.429 -0.338 -2.513
C 7.889 -1.590 1.443
O 6.826 -1.666 0.501
H 8.398 -0.635 1.319
H 7.489 -1.657 2.458
H 8.597 -2.403 1.268
H 6.391 -2.517 0.630
C -1.563 4.441 5.153
O -1.941 3.187 5.702
H -2.258 5.201 5.508
H -0.551 4.698 5.477
H -1.604 4.395 4.061
H -1.312 2.532 5.374
C -4.161 -2.470 1.141
O -3.240 -2.874 0.133
H -4.014 -1.413 1.351
H -5.185 -2.629 0.792
H -3.987 -3.046 2.053
H -3.394 -3.811 -0.031
```

For the orbital gap, the calculation gives 8.54 eV. The calculation puts the molar mass at 526.21 g/mol. Its structure (SMILES) is CC[PH](CCCO)(CCC(F)=C(F)F)[C@@H](Br)[C@@H](C)Br.CO.CO.CO. For the HOMO energy, the calculation gives -8.26 eV. As for the electronic energy: -181815.4592 eV. The value obtained for the LUMO energy is 0.28 eV. Its strongest force on any atom is 2.9 eV/A.


(2)
This record from the Open Molecules 2025 dataset describes C15H34CeNO2P2Si as an isolated structure. The level of theory is ωB97M-V/def2-TZVPD.

```
56
Properties=species:S:1:pos:R:3
Ce 0.011 0.256 0.020
P 1.400 -0.283 2.372
C 2.400 -1.725 1.723
C 1.988 -2.445 0.455
N 1.020 -1.957 -0.369
C 0.624 -2.713 -1.430
C 1.253 -3.913 -1.741
C 2.306 -4.377 -0.955
C 2.659 -3.627 0.162
C -0.588 -2.309 -2.245
P -0.920 -0.493 -2.505
H 3.448 -3.942 0.846
H 0.885 -4.467 -2.603
H 2.831 -5.299 -1.205
H -0.490 -2.717 -3.260
H -1.506 -2.736 -1.805
H 3.411 -1.385 1.620
H 2.391 -2.457 2.547
H 5.727 1.074 -0.828
O 5.800 1.572 -1.636
H 6.521 1.137 -2.122
H -0.690 5.095 -1.038
O -0.502 4.171 -0.881
H 0.451 4.154 -0.699
C 0.268 -0.154 -3.848
H -0.005 -0.726 -4.745
H 0.248 0.921 -4.069
H 1.285 -0.422 -3.533
C -2.522 -0.483 -3.360
H -2.862 0.557 -3.446
H -2.431 -0.921 -4.364
H -3.266 -1.045 -2.779
C 0.814 -0.921 3.974
H 1.625 -0.887 4.715
H -0.020 -0.296 4.320
H 0.459 -1.953 3.860
C 2.765 0.821 2.885
H 2.350 1.822 3.057
H 3.230 0.452 3.810
H 3.516 0.888 2.086
C -3.429 1.852 -0.035
Si -2.933 0.776 1.433
C -1.891 1.911 2.529
C -4.454 0.203 2.363
C -1.889 -0.659 0.850
H -4.136 2.611 0.334
H -3.945 1.263 -0.803
H -2.597 2.396 -0.509
H -2.584 2.654 2.951
H -1.410 1.383 3.363
H -1.119 2.479 1.984
H -5.030 -0.514 1.762
H -4.178 -0.296 3.304
H -5.121 1.041 2.613
H -1.509 -1.352 1.637
H -2.348 -1.303 0.070
```

For the orbital gap (alpha / beta), the calculation gives 5.89 / 5.87 eV. The calculation puts the molar mass at 490.59 g/mol. For the HOMO energy (alpha / beta), the calculation gives -17.92 / -17.92 eV. As for the electronic energy: -61048.3890 eV. As for the charge: +3. The value obtained for the LUMO energy (alpha / beta) is -12.03 / -12.04 eV. Its strongest force on any atom is 2.4 eV/A.


(3)
This record from the Open Molecules 2025 dataset describes C15H34Cl6FO3PSSi2 as an isolated structure. The level of theory is ωB97M-V/def2-TZVPD.

```
63
Properties=species:S:1:pos:R:3
C 1.457 3.558 -1.276
C 1.672 3.210 0.176
O 1.180 3.855 0.998
O 2.383 2.124 0.557
C 3.378 1.627 -0.351
C 2.823 0.542 -1.247
C 2.258 -0.634 -0.448
C 0.981 -1.183 -1.123
C -0.276 -0.910 -0.291
Si -1.767 -1.425 -1.310
O -3.228 -1.173 -0.553
Si -3.637 0.414 -0.154
C -5.414 0.684 -0.737
C -5.740 2.132 -1.041
F -5.716 2.876 0.111
P -1.626 -0.553 -3.377
S -1.447 1.401 -3.461
H 0.628 2.962 -1.648
H 1.150 4.588 -1.336
H 2.322 3.426 -1.908
H 3.867 2.404 -0.923
H 4.146 1.163 0.256
H 3.675 0.168 -1.808
H 2.122 0.956 -1.965
H 2.056 -0.392 0.590
H 2.973 -1.436 -0.453
H 0.924 -0.762 -2.122
H 1.110 -2.253 -1.249
H -0.335 0.118 0.051
H -0.248 -1.608 0.538
H -1.647 -2.892 -1.489
H -3.642 0.594 1.316
H -2.708 1.414 -0.692
H -6.119 0.276 -0.023
H -5.523 0.112 -1.657
H -5.013 2.537 -1.740
H -6.725 2.182 -1.486
H -0.462 -1.136 -3.933
H -2.681 -1.020 -4.197
Cl -6.956 -1.332 1.872
C -7.904 0.135 2.237
C -8.630 0.030 3.553
Cl -9.945 -1.172 3.503
H -8.594 0.301 1.414
H -7.200 0.966 2.271
H -9.084 0.989 3.797
H -7.954 -0.246 4.359
Cl 2.586 -3.477 1.100
C 3.357 -5.079 0.985
C 3.978 -5.306 -0.369
Cl 2.750 -5.458 -1.652
H 2.605 -5.831 1.211
H 4.126 -5.119 1.755
H 4.547 -6.234 -0.360
H 4.647 -4.493 -0.640
Cl 8.804 2.506 0.313
C 7.664 2.421 1.681
C 7.443 1.006 2.149
Cl 6.549 0.034 0.952
H 6.732 2.888 1.371
H 8.094 3.011 2.489
H 6.849 1.011 3.061
H 8.384 0.502 2.355
```

For the orbital gap, the calculation gives 8.87 eV. The calculation puts the molar mass at 613.36 g/mol. For the HOMO energy, the calculation gives -8.48 eV. As for the electronic energy: -135983.0921 eV. The value obtained for the LUMO energy is 0.39 eV. Its strongest force on any atom is 4.6 eV/A.


(4)
This record from the Open Molecules 2025 dataset describes C15H34N2O2RuSe4 as an isolated structure. The level of theory is ωB97M-V/def2-TZVPD.

```
58
Properties=species:S:1:pos:R:3
Ru 0.210 -0.059 0.339
C -3.401 -2.109 -1.268
Se -2.086 -1.954 0.177
C -3.103 -0.707 1.323
C -3.391 0.650 0.708
Se -1.758 1.773 0.532
C -2.135 2.587 -1.209
H -4.340 -2.458 -0.846
H -3.013 -2.844 -1.969
H -3.543 -1.158 -1.777
H -2.510 -0.603 2.239
H -4.037 -1.219 1.568
H -4.074 1.216 1.346
H -3.832 0.569 -0.288
H -2.962 3.286 -1.101
H -2.382 1.822 -1.944
H -1.239 3.127 -1.508
O 0.724 1.389 2.530
C 2.062 1.661 2.910
C 2.965 0.450 2.620
C 4.263 0.642 3.466
O 5.306 -0.206 3.086
C 2.316 -0.846 3.122
Se 0.826 -1.638 2.093
C 3.391 0.356 1.148
Se 2.264 1.248 -0.219
H 0.166 2.130 2.794
H 2.091 1.883 3.984
H 2.440 2.533 2.360
H 4.022 0.520 4.529
H 4.636 1.657 3.316
H 5.184 -1.093 3.441
H 1.928 -0.692 4.128
H 3.067 -1.644 3.158
H 3.456 -0.692 0.837
H 4.380 0.801 1.027
C -0.036 1.480 -4.408
C -0.106 -0.026 -4.676
N 0.968 -0.769 -4.036
C 2.106 -1.108 -4.868
C 3.115 0.033 -4.976
C 0.932 -1.006 -2.713
C 2.039 -1.778 -2.054
N -0.039 -0.632 -1.945
H -1.002 1.944 -4.595
H 0.686 1.953 -5.064
H 0.266 1.682 -3.382
H -0.042 -0.204 -5.750
H -1.070 -0.433 -4.343
H 1.732 -1.369 -5.861
H 2.601 -1.986 -4.457
H 2.701 0.884 -5.510
H 3.990 -0.312 -5.518
H 3.418 0.359 -3.984
H 2.196 -2.739 -2.539
H 1.748 -1.958 -1.012
H 2.968 -1.205 -2.062
H -0.784 -0.120 -2.409
```

Its expectation value of S² is 0.974. For the orbital gap (alpha / beta), the calculation gives 6.41 / 6.60 eV. The calculation puts the molar mass at 691.36 g/mol. For the HOMO energy (alpha / beta), the calculation gives -10.30 / -10.23 eV. As for the electronic energy: -287142.2541 eV. As for the charge: +1. As for the multiplicity: 2. The value obtained for the LUMO energy (alpha / beta) is -3.89 / -3.63 eV. Its strongest force on any atom is 2.3 eV/A.


(5)
This record from the Open Molecules 2025 dataset describes a 2-piece molecular cluster, C15H34N6O7PS4 overall. The level of theory is ωB97M-V/def2-TZVPD.

```
67
Properties=species:S:1:pos:R:3
C -1.668 -4.795 -0.019
C -1.889 -3.204 0.283
O -3.345 -3.043 0.037
N -3.645 -3.286 -1.259
O -4.723 -3.896 -1.253
N -1.291 -2.146 -0.607
C 0.139 -2.625 -0.934
C 0.250 -3.342 -2.417
C 1.381 -4.560 -2.231
S 3.122 -3.838 -1.979
C -1.121 -0.840 0.199
N -1.075 0.236 -0.636
S -0.799 1.816 0.030
P -1.268 0.172 -2.443
S 0.458 0.498 -3.290
N -1.032 -1.089 1.664
C -1.620 -0.167 2.676
C -0.345 0.717 3.307
C 1.115 0.258 2.714
C 2.250 1.001 3.692
S 3.913 1.245 2.809
O 5.049 0.536 3.646
O 4.347 2.762 2.774
O 3.935 0.560 1.237
C -1.381 -2.585 1.753
N -2.529 -3.030 2.629
N -0.201 -3.309 2.436
H -0.656 -5.240 0.387
H -2.562 -5.403 0.482
H -1.697 -5.066 -1.180
H 0.634 -3.229 -0.064
H 0.770 -1.615 -1.026
H 0.729 -2.567 -3.165
H -0.748 -3.822 -2.795
H 1.086 -5.244 -1.302
H 1.446 -5.266 -3.162
H 3.882 -4.819 -1.268
H 0.546 2.136 -0.321
H -1.953 -1.012 -2.896
H -2.139 1.301 -2.779
H -2.387 0.592 2.168
H -2.139 -0.639 3.606
H -0.323 0.689 4.476
H -0.554 1.850 3.003
H 1.336 -0.896 2.815
H 1.341 0.679 1.626
H 1.869 2.015 4.137
H 2.436 0.236 4.586
H 3.520 1.210 0.581
H -3.359 -2.367 2.556
H -2.274 -2.968 3.660
H -0.627 -4.181 2.873
H 0.112 -2.705 3.230
O 0.190 4.296 -0.179
C 0.055 4.967 -1.201
O 0.806 4.707 -2.292
C 0.597 5.300 -3.587
C 1.293 6.643 -3.685
C -0.878 6.142 -1.222
H -0.469 5.357 -3.826
H 1.040 4.613 -4.317
H 0.894 7.357 -2.960
H 1.177 7.065 -4.687
H 2.361 6.536 -3.468
H -0.371 7.011 -0.792
H -1.756 5.899 -0.616
H -1.252 6.389 -2.213
```

For the orbital gap, the calculation gives 7.35 eV. The calculation puts the molar mass at 569.71 g/mol. For the HOMO energy, the calculation gives -11.38 eV. As for the electronic energy: -91990.7329 eV. As for the charge: +1. The value obtained for the LUMO energy is -4.03 eV. Its strongest force on any atom is 8.9 eV/A.


(6)
This record from the Open Molecules 2025 dataset describes a 4-piece molecular cluster, C15H34NO4 overall. The level of theory is ωB97M-V/def2-TZVPD.

```
54
Properties=species:S:1:pos:R:3
C 0.658 0.557 2.605
C 1.769 1.441 3.232
C 1.764 2.900 2.679
C 2.688 2.966 1.429
C 2.191 3.921 3.744
N 0.979 4.891 4.072
C 0.609 5.506 3.103
O 0.164 5.962 2.097
H 0.131 -0.016 3.370
H 1.094 -0.093 1.841
H -0.094 1.160 2.087
H 1.561 1.539 4.295
H 2.742 0.980 3.059
H 0.744 3.061 2.302
H 2.972 1.962 1.092
H 3.601 3.528 1.630
H 2.166 3.449 0.598
H 2.963 4.565 3.302
C 3.610 -1.971 -1.239
C 2.234 -1.880 -0.596
C 1.131 -2.080 -1.626
O 2.081 -0.619 0.048
H 3.731 -1.190 -1.995
H 4.391 -1.823 -0.492
H 3.763 -2.941 -1.717
H 2.145 -2.636 0.187
H 1.174 -1.305 -2.394
H 0.152 -2.007 -1.149
H 1.210 -3.049 -2.113
H 2.156 0.071 -0.621
C -4.821 1.044 3.321
C -3.416 0.505 3.092
C -3.339 -0.350 1.837
O -3.005 -0.261 4.224
H -5.530 0.220 3.454
H -4.853 1.649 4.227
H -5.153 1.655 2.481
H -2.715 1.336 3.007
H -4.002 -1.217 1.923
H -2.325 -0.726 1.699
H -3.624 0.219 0.951
H -3.614 -1.002 4.311
C -1.781 -1.700 -5.158
C -0.385 -2.256 -5.392
C -0.326 -3.090 -6.664
O 0.021 -3.041 -4.273
H -2.501 -2.515 -5.040
H -1.808 -1.109 -4.243
H -2.104 -1.071 -5.990
H 0.329 -1.433 -5.462
H -1.003 -3.945 -6.591
H 0.680 -3.483 -6.816
H -0.606 -2.500 -7.539
H -0.596 -3.776 -4.189
```

For the orbital gap, the calculation gives 3.54 eV. The calculation puts the molar mass at 292.44 g/mol. For the HOMO energy, the calculation gives -1.45 eV. As for the electronic energy: -25784.2697 eV. As for the charge: -1. The value obtained for the LUMO energy is 2.10 eV. Its strongest force on any atom is 1.4 eV/A.


(7)
This record from the Open Molecules 2025 dataset describes C15H35AgClN5O5 as an isolated structure. The level of theory is ωB97M-V/def2-TZVPD.

```
62
Properties=species:S:1:pos:R:3
Ag -0.374 -0.283 1.161
Cl -0.001 -0.148 3.883
C -1.631 2.957 1.808
C -2.542 2.276 0.903
O -2.123 1.292 0.268
N -3.782 2.826 0.772
C -4.798 2.332 -0.081
H -2.083 3.651 2.516
H -0.977 3.597 1.216
H -0.986 2.289 2.378
H -4.062 3.571 1.394
H -5.604 1.788 0.412
H -4.343 1.761 -0.890
H -5.270 3.224 -0.493
C 2.396 3.619 0.449
C 1.501 2.560 -0.186
O 1.199 1.536 0.374
N 1.071 2.836 -1.380
C 0.061 2.138 -2.105
H 3.333 3.164 0.771
H 1.968 3.919 1.405
H 2.588 4.502 -0.161
H 1.583 3.587 -1.822
H 0.250 1.085 -1.899
H 0.103 2.501 -3.132
H -0.937 2.347 -1.718
C 3.263 -1.475 2.090
C 4.252 -2.308 1.271
O 5.473 -2.191 1.328
N 3.580 -3.045 0.288
C 4.248 -3.671 -0.838
H 2.440 -1.003 1.554
H 3.808 -0.758 2.704
H 2.817 -2.085 2.876
H 2.579 -2.951 0.190
H 5.121 -4.241 -0.522
H 4.578 -2.856 -1.482
H 3.612 -4.268 -1.492
C -3.611 -1.830 -0.816
C -2.933 -1.982 0.462
O -1.689 -2.184 0.588
N -3.706 -1.730 1.524
C -3.279 -1.756 2.923
H -3.954 -0.797 -0.880
H -4.474 -2.487 -0.707
H -2.945 -2.019 -1.658
H -4.694 -1.611 1.350
H -3.838 -2.460 3.540
H -3.464 -0.790 3.392
H -2.235 -2.037 3.065
C -0.202 -1.670 -2.747
C 0.993 -1.350 -1.966
O 1.070 -1.801 -0.823
N 2.058 -0.672 -2.462
C 3.323 -0.359 -1.715
H -0.081 -1.744 -3.828
H -1.071 -1.094 -2.431
H -0.529 -2.681 -2.506
H 1.985 -0.465 -3.448
H 3.304 -0.538 -0.640
H 3.418 0.716 -1.866
H 4.244 -0.730 -2.162
```

For the orbital gap, the calculation gives 7.81 eV. The calculation puts the molar mass at 508.80 g/mol. For the HOMO energy, the calculation gives -7.65 eV. As for the electronic energy: -50334.4014 eV. The value obtained for the LUMO energy is 0.16 eV. Its strongest force on any atom is 4.1 eV/A.


(8)
This record from the Open Molecules 2025 dataset describes C15H35CaFN5O5 as an isolated structure. The level of theory is ωB97M-V/def2-TZVPD.

```
62
Properties=species:S:1:pos:R:3
Ca 0.375 0.167 -2.326
F -0.476 -0.212 -0.266
C -3.706 -1.144 -0.130
C -3.736 -0.606 1.283
O -4.705 -0.720 2.001
N -2.596 0.028 1.672
C -2.539 0.813 2.880
H -4.502 -1.863 -0.279
H -2.714 -1.522 -0.383
H -3.891 -0.317 -0.826
H -1.866 0.147 0.982
H -1.494 0.971 3.161
H -3.119 0.371 3.681
H -2.934 1.832 2.728
C -0.492 -3.703 -1.429
C 0.260 -3.223 -2.620
O 0.324 -2.006 -2.915
N 0.880 -4.138 -3.339
C 1.652 -3.848 -4.522
H -0.910 -2.871 -0.866
H 0.157 -4.254 -0.748
H -1.331 -4.326 -1.749
H 0.788 -5.101 -3.059
H 1.360 -2.882 -4.916
H 1.510 -4.636 -5.251
H 2.715 -3.773 -4.272
C -3.200 2.678 -0.584
C -2.720 3.814 0.270
O -3.300 4.874 0.300
N -1.608 3.564 1.008
C -1.037 4.548 1.908
H -3.661 3.084 -1.489
H -4.033 2.133 -0.132
H -2.459 1.942 -0.923
H -1.164 2.666 0.969
H -0.018 4.797 1.616
H -1.062 4.185 2.940
H -1.656 5.440 1.883
C 2.603 3.447 0.152
C 1.643 2.333 -0.044
O 1.226 2.033 -1.177
N 1.254 1.614 1.011
C 1.765 1.739 2.371
H 2.791 3.894 -0.818
H 3.553 3.040 0.515
H 2.281 4.196 0.871
H 0.647 0.828 0.762
H 2.848 1.841 2.386
H 1.500 0.838 2.921
H 1.312 2.572 2.911
C 4.084 -2.035 -0.627
C 2.757 -1.328 -0.589
O 2.489 -0.410 -1.388
N 1.821 -1.769 0.261
C 2.004 -2.762 1.282
H 4.717 -1.544 -1.358
H 3.916 -3.076 -0.906
H 4.581 -2.007 0.342
H 0.933 -1.256 0.224
H 1.891 -3.772 0.871
H 1.282 -2.600 2.073
H 3.010 -2.728 1.695
```

For the orbital gap, the calculation gives 7.90 eV. The calculation puts the molar mass at 424.55 g/mol. For the HOMO energy, the calculation gives -11.27 eV. As for the electronic energy: -54968.7520 eV. As for the charge: +1. The value obtained for the LUMO energy is -3.37 eV. Its strongest force on any atom is 1.9 eV/A.